Entry 1:
Below is a structure of composition C13H37AgBrN5O4, with properties calculated with wB97M-V/def2-TZVPD.

Results
2S+1 = 2
Kohn-Sham gap (alpha / beta) = 5.940 / 3.829 eV
<S²> = 0.754
Charge = +1
Total energy = -103751.6504 eV

Cartesian coordinates (Å):
Ag1 2.150 4.556 -1.379
Br1 0.508 2.064 -1.296
C1 0.077 0.741 2.924
C2 0.492 2.151 3.274
C3 1.890 2.206 4.029
O1 2.014 3.538 4.619
C4 2.786 3.614 5.814
N1 0.620 2.874 2.023
H1 -0.904 0.571 2.481
H2 0.114 0.105 3.809
H3 0.759 0.290 2.204
H4 -0.223 2.609 3.957
H5 2.771 1.876 3.478
H6 1.827 1.450 4.812
H7 3.842 3.514 5.566
H8 2.374 2.819 6.435
H9 2.587 4.580 6.278
H10 0.506 2.336 1.176
H11 1.578 3.169 1.895
C5 0.672 -3.289 -0.617
C6 1.028 -1.812 -0.661
C7 2.386 -1.642 0.035
O2 2.538 -2.177 1.320
C8 3.600 -1.551 2.154
N2 1.214 -1.206 -1.985
H12 1.348 -3.913 -1.202
H13 -0.308 -3.414 -1.077
H14 0.630 -3.715 0.386
H15 0.262 -1.286 -0.091
H16 2.536 -0.564 0.102
H17 3.167 -2.120 -0.556
H18 3.471 -0.476 2.286
H19 4.618 -1.480 1.771
H20 3.730 -2.051 3.114
H21 0.411 -1.127 -2.593
H22 1.133 -0.210 -1.844
C9 -4.287 -0.497 -2.795
C10 -3.588 0.043 -1.577
C11 -2.581 -0.914 -0.895
O3 -3.423 -1.848 -0.186
C12 -2.856 -3.054 0.148
N3 -3.012 1.359 -1.826
H23 -4.915 -1.387 -2.742
H24 -3.509 -0.807 -3.492
H25 -4.825 0.216 -3.419
H26 -4.405 0.160 -0.866
H27 -2.088 -0.251 -0.184
H28 -1.887 -1.394 -1.584
H29 -3.657 -3.670 0.557
H30 -2.149 -3.063 0.978
H31 -2.502 -3.589 -0.733
H32 -2.115 1.230 -2.271
H33 -2.850 1.671 -0.879
C13 -0.614 -0.051 -4.717
O4 -0.577 -0.935 -3.893
N4 -0.413 1.213 -4.516
N5 -0.550 -0.240 -6.001
H34 -0.122 1.514 -3.597
H35 -0.588 1.914 -5.222
H36 -0.417 -1.183 -6.337
H37 -0.274 0.532 -6.590



Entry 2:
Below is a structure of composition C13H37BaN3O8P, with properties calculated with wB97M-V/def2-TZVPD.

Results
Kohn-Sham gap = 2.555 eV
Charge = -1
Total energy = -44907.6365 eV

Cartesian coordinates (Å):
Ba1 -2.076 -4.130 33.478
P1 -0.026 -4.660 29.802
O1 -1.274 -5.143 29.038
O2 -0.165 -3.254 30.337
O3 1.095 -4.234 28.858
O4 0.385 -5.548 31.023
C1 -5.305 -3.085 29.605
O5 -4.837 -4.083 30.446
H1 -5.418 -3.485 28.598
H2 -6.322 -2.721 29.751
H3 -4.567 -2.283 29.639
H4 -4.318 -4.598 29.823
C2 -3.128 -9.995 31.795
C3 -3.497 -10.069 33.251
C4 -3.291 -11.418 33.931
O6 -3.446 -11.298 35.340
C5 -3.731 -12.542 36.032
N1 -2.701 -9.018 33.788
H5 -3.774 -10.482 31.064
H6 -2.099 -10.252 31.545
H7 -3.109 -8.985 31.386
H8 -4.513 -9.685 33.340
H9 -2.307 -11.854 33.757
H10 -4.131 -11.984 33.527
H11 -3.135 -13.447 35.910
H12 -4.761 -12.736 35.736
H13 -3.897 -12.401 37.100
H14 -2.633 -9.280 34.762
H15 -1.787 -9.229 33.414
C6 -5.951 -3.653 38.045
C7 -4.591 -3.966 37.486
C8 -3.648 -4.834 38.268
O7 -2.385 -4.998 37.567
C9 -1.314 -5.289 38.496
N2 -4.857 -4.720 36.252
H16 -5.755 -3.042 38.926
H17 -6.287 -4.609 38.447
H18 -6.651 -3.268 37.304
H19 -3.984 -3.078 37.311
H20 -3.990 -5.778 38.691
H21 -3.475 -4.358 39.233
H22 -0.676 -6.009 37.984
H23 -1.749 -5.734 39.391
H24 -0.780 -4.374 38.751
H25 -5.009 -5.686 36.505
H26 -5.723 -4.365 35.870
C10 0.714 0.719 36.575
C11 -0.415 -0.170 36.137
C12 -1.587 0.664 35.546
O8 -2.399 -0.251 34.820
C13 -3.639 0.327 34.435
N3 0.124 -1.096 35.205
H27 0.422 1.186 37.516
H28 0.837 1.463 35.788
H29 1.639 0.218 36.862
H30 -0.725 -0.821 36.955
H31 -1.192 1.326 34.775
H32 -2.106 1.324 36.241
H33 -4.274 0.387 35.319
H34 -4.170 -0.343 33.759
H35 -3.493 1.250 33.874
H36 0.678 -0.525 34.583
H37 0.819 -1.683 35.642



Entry 3:
Below is a structure of composition C13H37CaN3P, with properties calculated with wB97M-V/def2-TZVPD.

Results
Kohn-Sham gap = 3.111 eV
ΔE to the lowest compared entry with this formula, charge and spin = 203.42 kJ/mol
Charge = -1
Total energy = -46275.7391 eV

Cartesian coordinates (Å):
C1 -3.184 0.601 -2.824
Ca1 -2.945 -0.689 -0.966
N1 -2.889 -1.477 2.259
N2 -4.967 -0.322 0.118
H1 -2.302 -0.590 1.986
H2 -2.757 -2.073 1.379
H3 -2.473 0.239 -3.539
H4 -2.884 1.520 -2.298
H5 -4.251 0.579 -3.050
H6 -4.728 0.471 0.704
H7 -5.747 -0.819 0.544
H8 -5.298 0.086 -0.768
H9 -3.897 -1.252 2.405
H10 -2.530 -2.064 2.978
C2 2.509 0.663 1.933
C3 1.011 0.291 1.806
C4 0.804 -1.057 2.495
C5 0.130 1.360 2.440
P1 0.502 0.086 -0.002
N3 -1.107 -0.055 0.000
C6 1.149 1.613 -0.936
C7 2.647 1.452 -1.252
C8 0.368 1.804 -2.223
C9 1.009 2.896 -0.108
C10 1.199 -1.524 -0.782
C11 1.048 -1.379 -2.307
C12 2.686 -1.691 -0.428
C13 0.431 -2.756 -0.303
H11 2.753 0.653 3.003
H12 2.747 1.686 1.613
H13 3.217 -0.046 1.473
H14 0.933 -0.895 3.571
H15 -0.203 -1.454 2.315
H16 1.557 -1.813 2.234
H17 0.558 2.354 2.328
H18 -0.865 1.333 1.993
H19 0.077 1.167 3.511
H20 2.850 0.690 -2.006
H21 2.976 2.389 -1.706
H22 3.292 1.317 -0.375
H23 0.673 1.095 -2.986
H24 -0.700 1.714 -2.030
H25 0.599 2.793 -2.622
H26 -0.019 3.053 0.229
H27 1.698 2.968 0.738
H28 1.293 3.737 -0.750
H29 1.785 -0.692 -2.748
H30 1.218 -2.362 -2.773
H31 0.030 -1.058 -2.585
H32 2.854 -1.897 0.634
H33 3.052 -2.583 -0.951
H34 3.329 -0.870 -0.774
H35 0.807 -3.105 0.662
H36 -0.641 -2.546 -0.214
H37 0.600 -3.545 -1.047



Entry 4:
Below is a structure of composition C13H37N5NaO10, with properties calculated with wB97M-V/def2-TZVPD.

Results
Kohn-Sham gap = 6.694 eV
Charge = -1
Total energy = -46416.4774 eV

Cartesian coordinates (Å):
Na1 -1.060 0.974 -1.487
N1 -3.171 -2.044 -1.174
O1 -4.256 -2.043 -0.522
O2 -2.923 -1.165 -1.951
O3 -2.281 -2.809 -0.858
N2 -3.036 2.299 0.729
O4 -3.973 2.168 1.460
O5 -2.599 1.275 0.393
O6 -2.637 3.391 0.328
C1 1.032 -1.001 2.440
C2 0.002 -1.711 1.618
C3 -0.917 -2.632 2.399
O7 -1.432 -2.021 3.539
C4 -2.125 -2.830 4.454
N3 -0.677 -0.840 0.713
H1 1.528 -1.761 3.043
H2 0.569 -0.239 3.067
H3 1.794 -0.495 1.846
H4 0.553 -2.378 0.955
H5 -0.395 -3.565 2.610
H6 -1.858 -2.790 1.873
H7 -2.580 -3.690 3.962
H8 -2.870 -2.163 4.889
H9 -1.395 -3.132 5.205
H10 -1.532 -1.317 0.465
H11 -1.133 -0.143 1.284
C5 2.474 0.115 -2.148
C6 1.668 -1.015 -2.748
C7 2.185 -2.463 -2.456
O8 2.381 -2.601 -1.031
C8 3.007 -3.825 -0.619
N4 0.263 -0.907 -2.290
H12 2.626 -0.016 -1.077
H13 1.930 1.028 -2.391
H14 3.435 0.294 -2.629
H15 1.590 -0.950 -3.833
H16 3.054 -2.672 -3.080
H17 1.453 -3.203 -2.780
H18 4.082 -3.680 -0.726
H19 2.817 -4.704 -1.234
H20 2.716 -3.930 0.427
H21 0.225 -1.095 -1.298
H22 -0.166 -1.791 -2.524
C9 1.946 4.380 -0.481
C10 1.355 3.037 -0.172
C11 0.907 2.627 1.239
O9 1.831 2.881 2.332
C12 1.264 2.677 3.608
N5 0.259 2.884 -1.088
H23 2.109 4.479 -1.554
H24 2.773 4.663 0.169
H25 1.198 5.123 -0.204
H26 2.182 2.398 -0.482
H27 0.584 1.586 1.244
H28 0.004 3.182 1.493
H29 1.469 3.510 4.280
H30 1.750 1.834 4.099
H31 0.208 2.418 3.680
H32 -0.441 3.578 -0.867
H33 0.585 3.161 -2.002
C13 -3.041 0.969 -4.192
O10 -2.564 1.932 -3.308
H34 -3.689 0.276 -3.655
H35 -3.750 1.401 -4.898
H36 -2.300 0.308 -4.641
H37 -3.009 2.771 -3.444



Entry 5:
Below is a structure of composition C13H3BCl7F4O2Rh, with properties calculated with wB97M-V/def2-TZVPD.

Results
2S+1 = 5
Kohn-Sham gap (alpha / beta) = 5.840 / 5.671 eV
<S²> = 6.035
Charge = 0
Total energy = -119838.4534 eV

Cartesian coordinates (Å):
Rh1 0.785 0.342 0.603
Cl1 3.040 -0.255 2.395
C1 2.965 -1.426 1.118
C2 1.911 -1.272 0.238
C3 1.732 -2.213 -0.760
Cl2 0.365 -2.084 -1.805
C4 2.633 -3.268 -0.901
Cl3 2.411 -4.436 -2.140
C5 3.716 -3.376 -0.024
Cl4 4.834 -4.668 -0.196
C6 3.892 -2.448 1.003
Cl5 5.204 -2.565 2.105
Cl6 -6.088 1.441 -0.679
C7 -4.463 1.567 -0.159
C8 -3.871 2.814 -0.093
C9 -2.557 2.882 0.336
Cl7 -1.774 4.374 0.450
C10 -1.816 1.700 0.712
O1 -0.628 1.810 1.118
C11 -2.476 0.400 0.607
C12 -1.803 -0.820 0.930
O2 -0.588 -0.902 1.355
C13 -3.784 0.373 0.185
H1 -4.411 3.706 -0.367
H2 -2.349 -1.755 0.815
H3 -4.311 -0.569 0.109
F1 0.538 1.131 -1.686
B1 1.480 2.180 -1.474
F2 2.487 2.189 -2.379
F3 0.845 3.376 -1.291
F4 2.080 1.774 -0.126



Entry 6:
Below is a cluster of 8 separate species, C13H40NO9 in total, with properties calculated with wB97M-V/def2-TZVPD.

Results
Kohn-Sham gap = 3.603 eV
ΔE to the lowest compared entry with this formula, charge and spin = 362.07 kJ/mol
Charge = -1
Total energy = -34045.3748 eV

Cartesian coordinates (Å):
N1 0.410 -0.603 0.501
H1 0.979 -1.313 0.959
H2 0.758 0.271 0.880
H3 -0.590 -0.745 0.785
H4 0.564 -0.622 -0.508
C1 -1.699 -1.888 2.463
O1 -2.442 -2.787 2.990
O2 -2.161 -1.285 1.378
O3 -0.477 -1.694 2.837
C2 -0.341 -2.179 -4.352
C3 0.821 -1.761 -3.442
O4 0.328 -1.647 -2.093
H5 0.172 -2.498 -5.264
H6 -1.115 -1.432 -4.493
H7 -0.803 -3.073 -3.927
H8 1.165 -0.767 -3.725
H9 1.651 -2.467 -3.507
H10 0.088 -2.535 -1.803
C4 -2.553 3.380 3.454
C5 -2.536 2.294 2.380
O5 -1.698 1.257 2.745
H11 -3.433 3.989 3.217
H12 -1.713 4.082 3.461
H13 -2.681 2.994 4.464
H14 -2.322 2.719 1.385
H15 -3.600 2.008 2.352
H16 -1.832 0.467 2.165
C6 3.390 -2.844 -0.584
C7 3.751 -2.626 0.876
O6 3.061 -1.455 1.296
H17 2.341 -3.090 -0.735
H18 4.034 -3.587 -1.065
H19 3.522 -1.930 -1.173
H20 4.820 -2.647 1.083
H21 3.291 -3.473 1.394
H22 3.638 -0.722 1.520
C8 -0.247 2.545 -1.350
C9 1.118 2.181 -1.907
O7 1.761 1.321 -0.957
H23 -0.885 3.031 -2.089
H24 -0.216 3.139 -0.437
H25 -0.787 1.637 -1.068
H26 1.743 3.069 -2.034
H27 1.062 1.582 -2.820
H28 2.684 1.167 -1.168
C10 2.474 3.134 2.452
C11 1.162 2.361 2.527
O8 1.431 0.981 2.706
H29 2.356 4.182 2.158
H30 3.193 2.692 1.761
H31 2.942 3.150 3.441
H32 0.610 2.462 1.590
H33 0.462 2.740 3.275
H34 1.689 0.859 3.624
C12 -3.190 -0.637 -2.091
C13 -3.646 -2.094 -2.109
O9 -3.187 -2.756 -0.939
H35 -2.101 -0.553 -2.124
H36 -3.426 -0.073 -1.187
H37 -3.607 -0.125 -2.967
H38 -3.149 -2.495 -3.001
H39 -4.729 -2.200 -2.081
H40 -2.308 -3.093 -1.116



Entry 7:
Below is a cluster of 7 separate species, C13H40O9 in total, with properties calculated with wB97M-V/def2-TZVPD.

Results
Kohn-Sham gap = 10.063 eV
Structure (SMILES) = CC(C)O.CC(C)O.CC(C)O.OCCO.OCCO.O.O
ΔE to the lowest compared entry with this formula, charge and spin = 250.96 kJ/mol
Charge = 0
Total energy = -32554.1783 eV

Cartesian coordinates (Å):
C1 -3.256 1.867 4.261
C2 -2.429 1.666 2.963
C3 -3.265 0.855 1.943
O1 -2.092 2.878 2.440
H1 -3.342 0.891 4.741
H2 -4.293 2.164 4.105
H3 -2.806 2.546 4.985
H4 -1.510 1.120 3.180
H5 -4.203 1.296 1.606
H6 -3.613 -0.106 2.322
H7 -2.658 0.832 1.038
H8 -2.906 3.315 2.180
C4 0.714 -4.285 0.312
C5 0.320 -3.438 1.569
C6 -0.546 -2.245 1.166
O2 -0.557 -4.145 2.409
H9 -0.155 -4.828 -0.059
H10 1.500 -4.985 0.598
H11 1.136 -3.710 -0.512
H12 1.244 -3.032 1.980
H13 -0.797 -1.609 2.016
H14 -1.417 -2.393 0.528
H15 0.116 -1.564 0.632
H16 -0.879 -3.553 3.093
C7 -2.374 -1.429 -2.727
C8 -2.831 -2.904 -2.862
C9 -2.821 -3.594 -1.491
O3 -4.145 -2.783 -3.062
H17 -1.356 -1.547 -2.357
H18 -2.837 -0.893 -1.899
H19 -2.553 -0.789 -3.591
H20 -2.299 -3.322 -3.717
H21 -1.769 -3.728 -1.241
H22 -3.229 -4.597 -1.618
H23 -3.433 -3.127 -0.719
H24 -4.459 -3.690 -3.094
O4 -0.439 1.959 -1.771
C10 -0.426 1.484 -0.444
C11 1.032 1.343 0.062
O5 1.774 0.330 -0.601
H25 -0.109 1.226 -2.295
H26 -0.961 2.124 0.259
H27 -0.969 0.550 -0.300
H28 0.986 0.995 1.094
H29 1.454 2.346 0.120
H30 1.899 0.538 -1.530
O6 6.363 4.242 -0.075
C12 6.429 3.082 0.697
C13 5.700 2.018 -0.013
O7 4.362 2.294 -0.360
H31 5.573 4.034 -0.579
H32 7.483 2.825 0.800
H33 6.095 3.065 1.734
H34 5.719 1.145 0.640
H35 6.172 1.706 -0.945
H36 3.991 1.474 -0.695
O8 1.232 4.283 -1.914
H37 0.598 3.594 -2.114
H38 0.906 4.683 -1.108
O9 1.637 0.425 -3.544
H39 2.084 1.154 -3.976
H40 1.214 -0.052 -4.258



Entry 8:
Below is a cluster of 5 separate species, C13H41N4O4 in total, with properties calculated with wB97M-V/def2-TZVPD.

Results
Kohn-Sham gap = 10.042 eV
ΔE to the lowest compared entry with this formula, charge and spin = 234.29 kJ/mol
Charge = +1
Total energy = -28287.8517 eV

Cartesian coordinates (Å):
N1 1.648 12.076 -29.801
H1 1.801 12.489 -28.892
H2 1.019 12.715 -30.266
H3 1.053 11.265 -29.715
H4 2.492 11.912 -30.331
C1 4.932 12.890 -30.104
O1 4.179 12.359 -31.072
H5 4.234 13.578 -29.627
H6 5.252 12.190 -29.333
H7 5.750 13.508 -30.475
H8 4.698 11.843 -31.693
C2 -0.664 7.796 -30.822
C3 -0.462 9.301 -30.663
C4 -1.630 9.928 -29.847
O2 -1.312 11.351 -29.650
C5 -2.393 12.042 -29.071
N2 0.741 9.497 -29.981
H9 0.157 7.220 -31.249
H10 -1.525 7.571 -31.451
H11 -0.724 7.327 -29.840
H12 -0.344 9.894 -31.570
H13 -1.408 9.583 -28.838
H14 -2.660 9.645 -30.062
H15 -2.508 13.102 -29.297
H16 -2.227 12.163 -28.000
H17 -3.305 11.460 -29.203
H18 1.557 9.280 -30.536
H19 0.779 9.029 -29.087
C6 1.565 15.587 -30.364
C7 0.554 14.919 -31.287
C8 1.171 14.326 -32.500
O3 0.179 13.644 -33.227
C9 0.744 12.721 -34.202
N3 -0.230 13.943 -30.584
H20 2.175 16.444 -30.653
H21 2.226 14.792 -30.020
H22 1.002 15.987 -29.521
H23 -0.193 15.593 -31.706
H24 2.067 13.782 -32.198
H25 1.619 15.127 -33.087
H26 -0.016 12.058 -34.613
H27 1.695 12.205 -34.066
H28 1.109 13.370 -34.998
H29 -0.883 13.650 -31.297
H30 -0.747 14.566 -29.981
C10 0.991 11.858 -25.558
C11 0.798 13.165 -26.354
C12 0.862 14.397 -25.375
O4 0.661 15.615 -26.144
C13 0.756 16.788 -25.278
N4 1.844 13.226 -27.329
H31 0.801 10.957 -26.142
H32 0.202 11.888 -24.807
H33 1.947 11.614 -25.094
H34 -0.169 13.185 -26.856
H35 1.847 14.416 -24.908
H36 0.107 14.350 -24.591
H37 1.685 16.682 -24.719
H38 -0.099 16.734 -24.603
H39 0.701 17.717 -25.846
H40 2.539 12.696 -26.824
H41 2.230 14.159 -27.351